[1]
The following is a DFT calculation (ωB97M-V/def2-TZVPD) of a molecular structure, C10H40N20O10Ti at a distorted geometry.

ORCA input file:
```
! RIJCOSX wB97M-V def2-TZVPD def2/J DEFGRID3
* xyz 1 4
Ti -0.236 -0.981 0.601
C 0.273 -2.179 3.612
O -0.360 -2.116 2.553
N 1.553 -2.231 3.455
N -0.039 -1.910 4.843
H 2.054 -2.342 4.324
H 2.010 -2.368 2.565
H -1.007 -2.020 5.109
H 0.627 -2.234 5.530
C -4.643 -3.754 1.487
O -4.675 -4.644 0.717
N -4.318 -2.593 1.220
N -4.834 -4.079 2.709
H -3.769 -2.395 0.395
H -4.540 -1.819 1.829
H -4.886 -5.023 3.065
H -5.098 -3.408 3.417
C 3.397 -1.303 -0.052
O 2.191 -1.601 0.143
N 3.915 -0.157 -0.136
N 4.327 -2.216 -0.048
H 4.918 -0.043 -0.101
H 3.269 0.592 -0.341
H 4.053 -3.046 0.457
H 5.207 -2.127 -0.535
C -4.268 0.130 -2.892
O -5.011 0.097 -3.883
N -4.245 1.016 -1.994
N -3.304 -0.757 -2.618
H -4.962 1.713 -1.854
H -3.818 0.575 -1.192
H -2.695 -0.709 -1.814
H -3.007 -1.425 -3.315
C 1.912 1.298 2.186
O 0.988 0.845 1.577
N 2.947 1.900 1.669
N 1.980 1.464 3.484
H 2.917 2.264 0.727
H 3.812 1.986 2.183
H 2.848 1.758 3.910
H 1.180 1.251 4.062
C 2.714 3.089 -2.713
O 2.604 2.351 -1.774
N 1.800 3.861 -3.145
N 3.831 3.455 -3.257
H 2.035 4.603 -3.789
H 0.812 3.727 -2.981
H 4.706 2.952 -3.206
H 3.817 4.071 -4.057
C -2.035 1.615 0.400
O -2.274 0.464 0.400
N -2.719 2.598 0.955
N -0.979 2.028 -0.246
H -2.409 3.516 0.669
H -3.642 2.492 1.350
H -0.854 3.012 -0.434
H -0.531 1.343 -0.837
C 0.499 5.169 1.260
O -0.019 6.270 1.251
N 0.762 4.433 2.299
N 0.933 4.472 0.270
H 1.141 3.507 2.164
H 0.252 4.653 3.143
H 0.455 4.655 -0.601
H 1.465 3.639 0.477
C -0.974 -3.547 -0.915
O -1.599 -2.539 -0.585
N -1.386 -4.797 -0.834
N 0.274 -3.517 -1.164
H -0.787 -5.594 -0.674
H -2.284 -4.758 -0.372
H 0.651 -2.581 -1.213
H 0.780 -4.390 -1.179
C 0.596 -0.893 -2.950
O 0.038 -0.504 -1.898
N 1.794 -0.530 -3.336
N 0.015 -1.570 -3.963
H 1.984 -0.480 -4.327
H 2.256 0.112 -2.708
H -0.954 -1.822 -3.828
H 0.567 -1.974 -4.705
*
```

The value obtained for the HOMO energy (spin up / spin down) is -5.62 / -10.67 eV. The gap between HOMO and LUMO (spin up / spin down) is 3.27 / 8.29 eV. Its expectation value of S² is 3.752. For the LUMO energy (spin up / spin down), the calculation gives -0.0864 / -0.0875 hartree.

=====

[2]
The following is a DFT calculation (ωB97M-V/def2-TZVPD) of 13 unconnected molecules or ions with the total composition C10H42F3O15S at a distorted geometry.

ORCA input file:
```
! RIJCOSX wB97M-V def2-TZVPD def2/J DEFGRID3
* xyz -1 1
C 0.337 0.987 -0.076
F 1.369 1.807 -0.236
F 0.741 -0.177 0.438
F -0.462 1.600 0.813
S -0.607 0.735 -1.692
O -1.840 -0.002 -1.369
O -0.902 2.071 -2.199
O 0.320 0.025 -2.545
O -0.503 3.133 3.486
H 0.060 2.877 2.747
H 0.091 3.151 4.243
O 1.502 -2.002 -3.806
H 1.865 -2.374 -3.001
H 0.947 -1.257 -3.495
O -3.392 3.471 1.641
H -3.280 3.610 2.588
H -2.512 3.234 1.329
O -3.841 1.168 -3.207
H -3.614 0.487 -3.849
H -3.253 0.990 -2.454
O 0.269 -3.152 -0.881
H -0.139 -2.431 -0.382
H -0.363 -3.879 -0.823
O 1.365 1.218 -4.935
H 1.326 0.617 -4.178
H 0.537 1.720 -4.876
O -1.897 -2.382 -2.800
H -1.958 -1.512 -2.361
H -1.262 -2.866 -2.256
O -0.993 4.796 -2.704
H -1.556 4.874 -1.929
H -0.618 3.901 -2.636
O -1.400 2.468 -5.188
H -2.056 1.953 -5.668
H -1.753 2.537 -4.287
C -3.772 -0.740 3.766
C -3.862 -1.370 2.400
C -2.735 -0.804 1.495
O -3.771 -2.793 2.504
H -3.003 -1.068 4.462
H -4.715 -0.755 4.334
H -3.760 0.356 3.724
H -4.780 -1.135 1.858
H -1.674 -0.961 1.685
H -2.835 0.281 1.613
H -2.995 -1.002 0.456
H -3.863 -3.128 1.606
C 4.294 -2.787 -1.999
C 4.453 -1.297 -2.146
C 3.586 -0.478 -1.222
O 5.844 -0.990 -1.883
H 4.575 -3.053 -0.971
H 4.949 -3.350 -2.661
H 3.269 -3.138 -2.107
H 4.197 -0.987 -3.160
H 3.585 0.542 -1.607
H 3.860 -0.542 -0.168
H 2.549 -0.808 -1.339
H 6.041 -1.328 -1.004
C 0.306 -0.451 3.751
C 1.673 -0.130 4.353
C 2.761 0.073 3.282
O 1.521 1.186 4.919
H -0.461 -0.586 4.523
H 0.230 -1.322 3.093
H -0.179 0.326 3.156
H 2.081 -0.793 5.117
H 2.477 -0.394 2.338
H 3.758 -0.218 3.604
H 2.803 1.129 3.007
H 1.064 1.117 5.764
*
```

The value obtained for the HOMO energy is -7.56 eV. The gap between HOMO and LUMO is 9.57 eV. For the LUMO energy, the calculation gives 0.0738 hartree.

=====

[3]
The following is a DFT calculation (ωB97M-V/def2-TZVPD) of a molecular structure, C10H4Cl5N2PtSSbSe4.

ORCA input file:
```
! RIJCOSX wB97M-V def2-TZVPD def2/J DEFGRID3
* xyz 0 3
Pt -0.307 0.061 -0.358
Cl -0.266 -3.164 -0.458
C 1.297 -2.411 -0.486
C 1.369 -1.020 -0.463
C 2.638 -0.457 -0.587
Cl 2.791 1.266 -0.666
C 3.789 -1.236 -0.662
Cl 5.339 -0.501 -0.766
C 3.685 -2.623 -0.620
Cl 5.100 -3.598 -0.647
C 2.429 -3.217 -0.545
Cl 2.289 -4.930 -0.507
S -1.230 -0.276 -2.573
C -2.418 0.666 -1.904
N -3.594 1.040 -2.479
C -4.533 1.747 -1.809
C -4.308 2.121 -0.522
C -3.068 1.749 0.048
N -2.170 1.082 -0.625
H -3.765 0.737 -3.429
H -5.434 1.981 -2.356
H -5.043 2.676 0.037
H -2.806 1.998 1.071
Se 0.824 -3.226 3.050
Sb 1.330 -0.863 3.181
Se 3.680 -1.362 2.982
Se 1.223 0.099 5.478
Se 0.110 0.857 1.870
*
```

The value obtained for the HOMO energy (spin up / spin down) is -8.04 / -7.86 eV. The gap between HOMO and LUMO (spin up / spin down) is 6.10 / 5.67 eV. Its expectation value of S² is 2.018. For the LUMO energy (spin up / spin down), the calculation gives -0.0713 / -0.0802 hartree.

=====

Let's list relative energy (zero: lowest compared OMol25 entry of this formula, charge and spin) in order: 75.0; 25.1; 0.2 kcal per mole.
Let's list molar mass in order: 648.427; 491.492; 994.166 u.